# C5H18BCl2O3PSi2

C5H18BCl2O3PSi2 as an isolated structure (ωB97M-V/def2-TZVPD, the OMol25 dataset).

Element x y z (Å)
C: 3.1535 -0.5899 -0.4582
C: 1.8999 -0.2476 -1.2756
B: 0.6435 -1.1570 -1.0592
O: 0.7116 -2.3298 -0.3278
Si: -1.1322 -0.5222 -1.8614
O: -2.0973 -1.7283 -2.4914
Si: -3.0899 -2.7607 -1.6914
P: -1.9618 0.8555 -0.2954
C: -3.6841 1.2286 -0.8321
O: -2.1652 -0.0474 1.0954
H: 3.1832 -1.6463 -0.1831
H: 4.0674 -0.3703 -1.0126
H: 3.1947 0.0092 0.4527
H: 2.1094 -0.2490 -2.3541
H: 1.5747 0.7814 -1.0599
H: 0.9141 -2.2065 0.6091
H: -0.8706 0.4123 -2.9838
H: -3.7402 -2.0604 -0.5553
H: -2.3209 -3.9095 -1.1687
H: -4.1283 -3.2472 -2.6183
H: -3.9160 2.2583 -0.5626
H: -3.7543 1.1470 -1.9195
H: -4.4060 0.5553 -0.3691
H: -1.8681 -0.9582 1.0033
Cl: 2.5136 2.8758 0.8056
C: 2.2403 2.8414 2.5665
C: 2.2887 1.4430 3.1291
Cl: 0.9004 0.4605 2.5883
H: 1.2767 3.3069 2.7564
H: 3.0265 3.4404 3.0226
H: 2.2381 1.4887 4.2154
H: 3.1989 0.9261 2.8352

Properties
Spin multiplicity = 1
LUMO energy = 0.446 eV
Highest occupied orbital energy = -8.007 eV
Energy = -62387.56828 eV
Frontier orbital gap = 8.453 eV